No. 1
Formula: C4H10O
Source: OMol25
Level of theory: ωB97M-V with the def2-TZVPD basis set

Geometry as XYZ:
```
15
Properties=species:S:1:pos:R:3
C -0.7281 -2.6024 1.2545
C -0.7384 -2.0515 2.4511
O -1.8447 -1.4233 2.9464
H 0.1518 -3.1845 1.0112
H -1.5685 -2.6451 0.5688
H 0.1918 -1.7615 2.9361
H -1.7817 -1.3931 3.9122
C 0.9142 2.6418 -1.9391
C 0.6373 1.1352 -1.8450
H 1.9773 2.7776 -2.1344
H 0.6684 3.1390 -1.0055
H 0.3439 3.0732 -2.7626
H 1.0523 0.7307 -2.7721
H 1.1315 0.6767 -0.9786
H -0.4071 0.8873 -1.6430
```

Results
Gap between HOMO and LUMO   10.04 eV
E_HOMO   -9.19 eV
Energy relative to the best compared isomer or geometry (same formula, charge and spin)   34.7 kcal/mol
Spin multiplicity   1
SMILES   C=CO.CC
Calculated total energy   -233.5896 a.u.

---

No. 2
Formula: BrH2NOS2
Source: OMol25
Level of theory: ωB97M-V with the def2-TZVPD basis set

Geometry as XYZ:
```
7
Properties=species:S:1:pos:R:3
N -0.0080 0.2199 1.0009
O 1.6873 -0.3633 -0.6320
S -0.7239 -2.0916 -0.4732
S 0.3043 -0.4183 -0.4884
Br 0.3414 2.0357 0.8646
H -1.1496 0.1538 1.2242
H -0.4515 0.4637 -1.4960
```

Results
Gap between HOMO and LUMO   9.28 eV
E_HOMO   -9.69 eV
Energy relative to the best compared isomer or geometry (same formula, charge and spin)   29.0 kcal/mol
Spin multiplicity   1
Calculated total energy   -3501.4636 a.u.

---

No. 3
Formula: C15H27N6O3P
Source: OMol25
Level of theory: ωB97M-V with the def2-TZVPD basis set

Geometry as XYZ:
```
52
Properties=species:S:1:pos:R:3
C -0.4198 6.1242 4.0704
O -0.6736 5.0446 4.9817
C -1.5470 4.1711 4.4647
N -1.7884 3.1014 5.2506
C -2.5980 2.2206 4.7315
N -3.2061 1.1621 5.4153
O -4.1346 0.6850 4.5252
N -4.0868 1.4286 3.2395
O -4.9375 1.2075 2.4034
C -3.0689 2.3208 3.3959
C -2.9491 3.5661 2.6415
N -2.0148 4.4818 3.2814
H 0.3533 6.6946 4.5758
H -0.0835 5.7575 3.0919
H -1.3302 6.7187 3.9091
H -2.8303 3.4168 1.5515
C -8.0496 5.5914 5.3108
C -7.6122 5.4428 3.8505
C -6.5885 4.3003 3.8872
C -8.7602 4.9986 2.9490
N -7.0388 6.7224 3.4521
C -5.8922 7.1429 4.2680
C -5.0285 8.0345 3.4036
N -5.6560 8.0916 2.0758
C -4.7258 8.2682 0.9687
C -3.9905 9.5814 1.2368
C -5.4202 8.2560 -0.3908
C -3.6198 7.2072 0.9332
P -7.2596 7.6358 2.0680
H -3.9287 3.9705 2.7359
H -8.7074 6.4569 5.4623
H -8.5811 4.6849 5.6300
H -7.1614 5.6998 5.9475
H -6.1919 4.0182 2.9054
H -5.7347 4.5014 4.5463
H -7.1026 3.4246 4.3158
H -8.4026 4.7265 1.9479
H -9.2007 4.0907 3.3907
H -9.5722 5.7311 2.8574
H -6.2045 7.7051 5.1667
H -5.3175 6.2789 4.6545
H -4.9569 9.0340 3.8722
H -3.9866 7.6648 3.3630
H -3.3470 9.4674 2.1184
H -3.3484 9.8263 0.3823
H -4.6853 10.4119 1.4112
H -5.8007 7.2567 -0.6412
H -6.2353 8.9857 -0.4862
H -4.6645 8.5116 -1.1501
H -3.9673 6.2090 0.6487
H -2.8800 7.5425 0.1912
H -3.0861 7.1046 1.8838
```

Results
Gap between HOMO and LUMO   2.93 eV
E_HOMO   -5.95 eV
Energy relative to the best compared isomer or geometry (same formula, charge and spin)   47.8 kcal/mol
Spin multiplicity   1
Calculated total energy   -1483.1102 a.u.

---

No. 4
Formula: C6H16Si
Source: OMol25
Level of theory: ωB97M-V with the def2-TZVPD basis set

Geometry as XYZ:
```
23
Properties=species:S:1:pos:R:3
C 1.6935 -1.1842 1.0040
C 0.2704 -1.0262 0.4991
C -0.2717 -2.0720 -0.5022
Si -0.3545 0.6471 -0.1204
C 0.7908 1.3966 -1.4684
C -0.1100 1.6582 1.5226
C -2.0733 0.5942 -0.8375
H 1.6791 -2.0115 1.7826
H 2.0238 -0.3449 1.5240
H 2.3838 -1.4778 0.1773
H -0.3393 -1.0631 1.3596
H -1.3503 -2.2502 -0.3470
H -0.1604 -1.7148 -1.5137
H 0.2575 -2.9744 -0.4343
H 0.9709 0.6724 -2.1888
H 0.3557 2.3040 -1.9193
H 1.7681 1.5829 -0.9609
H -0.9855 1.4382 2.0913
H 0.8171 1.3035 1.9612
H -0.1313 2.7580 1.3320
H -2.0225 -0.0454 -1.7284
H -2.7641 0.2569 -0.0177
H -2.4477 1.5523 -1.2151
```

Results
Gap between HOMO and LUMO   10.27 eV
E_HOMO   -9.34 eV
Energy relative to the best compared isomer or geometry (same formula, charge and spin)   1.3 kcal/mol
Spin multiplicity   1
SMILES   CC(C)[Si](C)(C)C
Calculated total energy   -527.6970 a.u.

---

No. 5
Formula: C16H52O18
Source: OMol25
Level of theory: ωB97M-V with the def2-TZVPD basis set

Geometry as XYZ:
```
86
Properties=species:S:1:pos:R:3
O -0.1928 -1.4159 4.9147
C -1.2177 -0.5790 4.5507
C -1.2643 0.7240 5.2573
O -0.0938 1.4994 4.9097
H 0.5931 -0.8497 5.1114
H -1.2524 -0.3025 3.4895
H -2.0974 -1.0709 4.8321
H -1.1980 0.5640 6.3592
H -2.2824 1.1996 5.1878
H -0.3111 2.1015 4.2293
O -2.6572 3.7936 0.7662
C -3.0755 3.2852 2.0509
C -2.1567 3.8666 3.1445
O -0.8192 3.5379 2.9402
H -2.7394 4.7676 0.6982
H -4.1415 3.4899 2.1188
H -2.9623 2.2049 2.0116
H -2.4725 3.4078 4.0670
H -2.2480 4.8978 3.1020
H -0.6932 3.6359 1.9543
O 2.8162 -0.4389 4.5691
C 2.5566 0.0492 3.2306
C 3.8306 0.0290 2.3988
O 4.8440 0.8500 2.9184
H 3.2501 0.2701 5.0636
H 1.7831 -0.6540 2.8213
H 2.1178 1.0008 3.4323
H 3.7236 0.4556 1.3804
H 4.2287 -1.0340 2.2901
H 5.1937 0.3829 3.6958
O 0.2092 -4.0075 3.5819
C -0.2597 -3.8669 2.2985
C 0.3498 -2.6803 1.5690
O 0.2688 -2.9073 0.1596
H 0.0103 -3.2877 4.1391
H 0.0161 -4.8140 1.7932
H -1.3445 -3.7679 2.3070
H 1.3643 -2.6901 1.9117
H -0.1008 -1.6721 1.8536
H 0.3957 -2.0059 -0.2936
O -1.8032 4.6006 -5.2145
C -1.4238 3.5118 -4.4523
C -0.0511 3.0240 -4.7635
O 0.0619 1.7191 -4.1035
H -1.7682 4.4500 -6.1435
H -1.6079 3.7019 -3.4031
H -2.1471 2.6792 -4.6768
H 0.7755 3.7009 -4.4074
H 0.0873 2.9515 -5.8753
H 0.8621 1.7203 -3.6040
O 3.0351 -1.1178 -2.1193
C 3.8888 -2.2055 -2.0679
C 3.2511 -3.1850 -1.0760
O 2.0584 -3.6881 -1.5453
H 2.2192 -1.3519 -2.5160
H 3.9681 -2.6419 -3.0555
H 4.9275 -1.8830 -1.7945
H 3.0046 -2.6395 -0.1075
H 3.9559 -3.9170 -0.8053
H 1.2657 -3.5777 -0.8976
O -1.1519 -2.4246 -5.8038
C -1.3050 -1.1211 -5.2502
C -2.3455 -1.1061 -4.1957
O -1.8689 -1.8954 -3.0955
H -0.8721 -3.0448 -5.1040
H -0.3438 -0.9339 -4.7736
H -1.5470 -0.4560 -6.0911
H -3.3028 -1.5631 -4.5056
H -2.5590 -0.1297 -3.7471
H -2.5193 -1.9052 -2.3955
O -0.0806 -0.8165 -1.2031
C -0.2353 0.5999 -1.0282
C -1.6778 0.8900 -0.6432
O -1.9076 0.5021 0.7342
H -0.7202 -1.1730 -1.8650
H 0.5013 0.8621 -0.2853
H -0.0062 1.1981 -1.8795
H -2.3503 0.3633 -1.3263
H -1.8391 1.9818 -0.7243
H -2.3599 -0.3622 0.7901
O 2.5238 1.8104 -2.4559
H 2.8013 1.1072 -1.9059
H 3.3474 2.0978 -2.8240
O -2.4104 -2.4474 -0.3572
H -2.8373 -3.2636 -0.1659
H -1.4648 -2.5907 -0.0854
```

Results
Gap between HOMO and LUMO   9.81 eV
E_HOMO   -9.49 eV
Energy relative to the best compared isomer or geometry (same formula, charge and spin)   0.0 kcal/mol
Spin multiplicity   1
SMILES   OCCO.OCCO.OCCO.OCCO.OCCO.OCCO.OCCO.OCCO.O.O
Calculated total energy   -1994.9797 a.u.

---

No. 6
Formula: C2H4F4N4O2
Source: OMol25
Level of theory: ωB97M-V with the def2-TZVPD basis set

Geometry as XYZ:
```
16
Properties=species:S:1:pos:R:3
C 1.0785 0.4403 0.1962
C -0.0353 0.6458 -0.8577
N 0.5090 -0.4951 1.0895
N 2.3991 0.1275 -0.3784
N -2.3172 -1.0897 -0.4384
N -1.0604 1.5483 -0.5787
O -1.9303 1.7510 -1.4088
O -0.9426 2.0992 0.5250
F 3.1833 -0.3462 0.7351
F 2.2521 -1.1553 -0.9361
F -2.6239 -1.1475 0.8805
F -1.6986 -2.2305 -0.6697
H 1.3138 1.2599 0.7880
H -0.1800 -0.0385 -1.6968
H -0.1785 -1.1979 0.8270
H 0.2310 -0.1713 1.9235
```

Results
Gap between HOMO and LUMO (alpha / beta)   8.46 / 8.38 eV
E_HOMO (alpha / beta)   -10.02 / -10.73 eV
Energy relative to the best compared isomer or geometry (same formula, charge and spin)   64.0 kcal/mol
Spin multiplicity   1
Calculated total energy   -847.1038 a.u.